# 1
15
Properties=species:S:1:pos:R:3:forces:R:3 method="wB97M-V/def2-TZVPD" orbital_gap_ev="9.6 / 7.7" charge=+2 lumo_ev="-9.25 / -11.77" e_above_lowest_kcal_mol=33.15 spin_multiplicity=2
C 2.808 -0.139 1.407 1.396 -1.701 1.889
N 2.926 1.174 0.827 -2.091 1.923 0.227
H 2.464 -0.771 0.610 -0.069 -0.832 0.193
H 3.820 -0.410 1.818 -0.870 -0.159 -0.902
H 2.206 -0.147 2.325 -0.389 0.148 -0.630
H 3.314 1.794 1.598 -0.635 -0.026 -1.699
H 1.944 1.453 0.438 2.343 0.177 1.193
H 3.520 1.099 0.012 0.696 0.551 -0.171
C -2.230 0.948 0.355 0.864 -0.710 1.834
S -1.062 -0.541 0.401 -1.120 1.181 -3.949
S -0.951 -0.721 -1.810 -0.409 0.609 2.832
H -1.855 1.779 -0.230 -0.107 -0.271 -0.522
H -2.221 1.288 1.383 0.255 0.149 0.459
H -3.245 0.600 0.264 -0.303 -0.203 -0.901
H -1.687 0.434 -2.043 0.437 -0.838 0.147

---

# 2
73
Properties=species:S:1:pos:R:3:forces:R:3 method="wB97M-V/def2-TZVPD" orbital_gap_ev=9.1 lumo_ev=0.03 e_above_lowest_kcal_mol=154.08
C 3.562 -9.194 1.357 -0.936 -0.401 0.275
O 3.459 -7.779 1.379 -0.079 -1.160 2.056
C 3.899 -7.014 0.295 0.005 -0.046 0.594
C 3.637 -5.543 0.689 -0.478 0.585 -1.474
C 2.081 -5.295 0.872 1.734 -0.316 0.879
N 4.259 -4.623 -0.323 -1.361 -1.421 0.126
H 3.132 -9.676 2.235 -0.858 1.016 0.530
H 4.508 -9.716 1.501 0.964 0.817 -1.171
H 2.933 -9.601 0.564 0.494 -0.137 -0.556
H 4.974 -7.175 0.213 0.197 0.070 -0.684
H 3.322 -7.373 -0.558 0.307 0.483 -0.666
H 4.161 -5.374 1.630 -0.394 -0.234 0.386
H 1.938 -4.400 1.477 -0.113 0.254 -0.324
H 1.767 -6.109 1.524 -0.241 -0.078 -0.164
H 1.462 -5.285 -0.026 0.384 0.051 -0.140
H 5.269 -4.615 -0.313 -0.257 0.464 0.169
H 3.767 -3.743 -0.383 0.608 0.072 0.121
N 5.734 2.415 -1.971 0.770 -1.561 -4.065
C 5.873 3.245 -0.982 4.465 1.838 -1.722
N 5.019 2.983 -0.109 -4.810 -0.239 6.173
O 6.795 4.056 -0.939 -0.159 0.660 0.236
H 6.357 2.707 -2.711 -0.437 -1.048 -0.552
H 5.037 1.685 -1.954 0.520 0.195 -0.801
H 4.318 2.295 -0.339 -0.136 0.477 0.840
H 4.995 3.536 0.736 -0.290 -0.360 -0.108
N -0.473 7.735 0.796 0.672 1.882 -1.101
C -0.877 6.596 1.367 0.277 0.418 0.339
N -2.063 6.151 0.990 -2.863 -1.093 -1.012
O -0.252 6.021 2.215 1.485 -0.972 1.433
H 0.447 8.105 0.988 -0.296 -0.303 0.125
H -1.030 8.237 0.120 0.166 -0.249 0.188
H -2.390 5.292 1.408 0.171 0.278 -0.075
H -2.660 6.567 0.290 0.351 -0.028 0.165
N -0.273 1.640 -1.833 0.193 3.234 -3.083
C 0.186 0.663 -1.068 -0.724 2.036 -1.781
N -0.812 0.348 -0.306 -1.847 -3.558 3.947
O 1.269 0.179 -1.124 2.720 -1.385 0.238
H 0.335 2.085 -2.505 -0.192 -0.173 0.087
H -1.269 1.736 -1.971 0.416 0.100 -0.123
H -1.561 0.967 -0.033 0.390 -0.341 0.016
H -0.533 -0.459 0.234 -0.934 0.127 0.693
N 3.539 -3.007 -5.446 -0.564 1.301 1.102
C 3.815 -4.088 -6.206 -1.020 1.483 4.044
N 3.524 -5.177 -5.492 -0.741 -3.623 0.448
O 4.274 -4.022 -7.266 1.988 -0.384 -5.318
H 3.056 -3.244 -4.592 0.250 1.094 -0.047
H 3.938 -2.100 -5.642 -0.257 -0.332 0.138
H 3.318 -5.205 -4.504 0.090 0.284 -0.396
H 3.363 -6.044 -5.985 0.267 0.180 0.077
N -1.734 4.417 6.886 1.196 5.500 2.578
C -2.011 3.197 6.674 -3.667 -3.370 4.036
N -1.671 2.897 5.489 1.258 -2.897 -4.988
O -2.644 2.458 7.460 0.677 0.525 -0.632
H -1.436 4.948 6.080 -0.243 0.703 0.969
H -2.018 4.790 7.780 0.355 0.448 -0.378
H -1.045 3.558 5.053 -0.406 -0.936 -1.014
H -2.253 2.178 5.082 0.840 0.061 -0.659
N -6.822 4.858 -4.285 0.399 1.607 -2.338
C -6.250 3.879 -3.556 1.710 0.820 -1.475
N -7.159 3.599 -2.624 0.775 -2.595 2.353
O -5.094 3.416 -3.718 -2.698 0.759 0.694
H -6.359 5.265 -5.085 -0.124 -0.246 0.177
H -7.791 5.092 -4.125 0.467 0.067 -0.353
H -6.686 3.067 -1.908 -1.064 -0.098 0.657
H -8.011 4.126 -2.495 0.580 -0.334 0.336
N -6.456 0.318 3.390 -0.592 -0.931 0.906
C -6.062 0.282 2.082 1.631 4.987 1.611
N -6.224 -0.879 1.566 -0.480 -3.319 -1.972
O -5.506 1.208 1.476 -0.681 -0.249 0.349
H -6.653 1.071 4.033 0.389 0.149 -0.789
H -6.771 -0.599 3.673 -0.173 0.588 0.727
H -5.856 -0.921 0.627 -0.274 -0.895 0.189
H -6.618 -1.610 2.142 0.227 -0.297 -1.045

---

# 3
24
Properties=species:S:1:pos:R:3:forces:R:3 method="wB97M-V/def2-TZVPD" orbital_gap_ev=8.0 charge=+1 lumo_ev=-4.91 e_above_lowest_kcal_mol=96.34
C -3.837 -0.601 -0.332 0.316 1.387 0.433
C -3.020 -1.167 -1.361 -1.141 2.388 1.089
C -3.315 -0.314 0.946 0.561 -2.099 -1.089
C -1.633 -1.206 -1.150 -1.022 -1.499 -0.246
C -1.991 -0.676 1.162 2.054 1.470 1.000
C -1.070 -1.030 0.127 -1.954 0.476 0.384
C 2.485 -1.461 -0.640 -0.570 -0.447 0.083
C 3.124 -0.269 -0.388 2.936 -1.432 -0.138
C 0.318 -1.205 0.454 1.311 -1.398 -1.482
N 1.229 -1.614 -0.407 -2.041 0.099 0.336
N 2.460 0.717 0.101 -3.240 3.031 0.984
N 1.678 1.507 0.371 1.745 -2.844 -0.559
N 2.648 3.378 0.545 2.270 1.252 -0.497
H -4.833 -0.092 -0.472 0.815 -1.492 -0.479
H -3.604 -1.208 -2.291 1.209 -0.605 0.001
H -4.008 -0.082 1.733 0.186 0.594 0.306
H -1.031 -1.611 -1.927 0.564 0.059 -0.649
H -1.452 -0.409 2.105 -1.018 -0.550 -0.414
H 3.122 -2.218 -1.121 -0.697 -0.116 0.401
H 4.205 -0.390 -0.301 -0.161 1.063 -0.285
H 0.647 -1.186 1.493 -0.295 0.177 0.157
H 2.938 3.943 1.351 -0.083 -0.193 -0.604
H 1.715 3.586 0.307 -1.112 0.828 -0.132
H 3.226 3.610 -0.305 -0.634 -0.149 1.402

---

# 4
114
Properties=species:S:1:pos:R:3:forces:R:3 method="wB97M-V/def2-TZVPD" orbital_gap_ev=8.0 lumo_ev=-0.16
C -2.744 -1.404 1.212 6.167 2.210 -1.567
C -1.473 -1.052 1.088 -4.205 -2.525 -0.246
C 0.116 -0.958 0.799 1.731 0.724 -0.281
C 0.841 0.441 1.000 1.689 -2.766 -1.184
C 2.401 0.643 0.698 -2.115 -2.776 0.420
C 2.999 2.148 0.904 -0.587 -0.824 -2.167
C 2.858 2.854 -0.576 -0.209 0.730 0.216
C 3.115 4.453 -0.548 -0.571 0.252 -1.723
C 1.741 5.322 -0.291 1.209 0.167 0.277
C 1.874 5.942 1.203 -0.827 -0.087 -0.176
C 0.488 5.977 2.039 0.846 0.195 0.411
C -0.287 4.560 2.100 -0.719 -0.183 0.847
C -1.899 4.729 1.965 -0.226 0.721 0.088
C -2.350 5.555 0.636 0.094 0.528 0.558
C -3.846 5.228 0.134 0.271 -0.088 -0.470
C -3.957 3.807 -0.679 -0.626 1.823 0.519
O -2.779 3.573 -1.497 -1.026 -1.336 1.423
C -2.628 2.125 -1.597 0.754 0.280 -0.320
C 3.253 -0.594 0.208 -2.883 0.230 0.573
C 4.820 -0.386 -0.072 -0.255 -0.180 0.870
C 5.741 -0.936 1.168 -0.168 -0.238 0.607
C 5.860 0.133 2.377 0.732 0.613 -0.323
O 6.311 -0.512 3.628 0.085 1.250 -0.629
C 2.530 -1.990 0.005 -2.664 2.111 0.830
C 0.966 -2.206 0.288 1.323 3.622 0.294
N 0.288 -3.521 0.062 2.424 1.022 -0.118
C 0.658 -4.425 1.195 -2.086 -3.924 0.050
C -0.390 -5.812 1.115 -0.580 -0.074 3.495
C -0.580 -6.615 2.601 -4.210 2.336 -3.279
O -1.701 -5.690 1.887 3.627 -0.767 -2.523
C 0.615 -4.099 -1.269 0.552 -1.597 -3.553
C -0.593 -4.593 -2.161 3.586 -0.410 -0.866
C -2.081 -4.392 -1.593 -0.305 0.644 -0.754
C -3.232 -5.210 -2.382 -1.240 -0.105 0.248
C -4.115 -6.175 -1.397 1.651 -3.308 -1.098
N -5.151 -5.573 -0.488 1.630 -0.621 -1.206
O -3.880 -7.425 -1.462 -1.437 5.339 0.743
C -0.227 -5.224 -3.574 2.815 1.196 1.833
C 1.278 -5.353 -4.097 -0.698 1.488 3.409
C 2.489 -4.853 -3.216 -4.173 0.365 1.381
C 2.120 -4.228 -1.805 -2.816 -0.582 -1.406
S 3.410 -3.529 -0.625 -1.800 1.030 -0.775
H -3.876 -1.537 1.020 2.667 0.342 0.716
H 0.187 1.339 1.346 1.383 -1.781 -0.643
H 4.117 2.130 1.182 -1.960 0.108 -0.153
H 2.349 2.767 1.622 1.132 -1.181 -0.830
H 1.768 2.709 -0.971 1.961 0.048 0.742
H 3.571 2.388 -1.355 -1.078 0.458 1.417
H 3.450 4.754 -1.626 -0.394 -0.671 1.852
H 3.971 4.785 0.147 -1.444 -0.628 -0.884
H 0.805 4.672 -0.456 1.475 0.891 0.421
H 1.691 6.168 -1.088 0.054 -1.403 1.500
H 2.246 7.037 1.079 -0.370 -1.989 0.511
H 2.634 5.293 1.793 -1.171 1.309 -0.942
H -0.141 6.858 1.651 0.668 -1.591 0.482
H 0.781 6.254 3.136 -0.598 -0.370 -1.913
H -0.106 4.119 3.163 -0.216 0.628 -1.833
H 0.112 3.764 1.360 -0.647 1.519 0.951
H -2.474 3.728 2.029 1.162 1.411 -0.174
H -2.257 5.363 2.878 0.607 -1.198 -1.486
H -2.324 6.685 0.927 -0.027 -1.953 -0.636
H -1.558 5.401 -0.181 -1.411 0.146 1.027
H -4.548 5.209 1.055 1.062 -0.134 -1.498
H -4.253 6.067 -0.561 0.935 -1.333 1.201
H -4.139 3.000 0.126 0.371 0.896 -1.557
H -4.852 3.933 -1.405 1.155 -0.626 1.364
H -3.539 1.723 -2.174 1.464 0.171 0.881
H -2.541 1.688 -0.536 -0.245 0.368 -1.645
H -1.627 1.939 -2.157 -1.888 0.198 0.834
H 5.111 -0.959 -1.023 -0.462 0.946 1.390
H 5.051 0.750 -0.184 -0.538 -2.091 -0.081
H 6.810 -1.190 0.780 -1.941 0.460 0.728
H 5.275 -1.902 1.623 0.804 1.614 -0.928
H 6.707 0.884 2.088 -1.718 -1.007 0.288
H 4.867 0.708 2.583 1.645 -1.135 -0.518
H 6.782 0.176 4.176 -0.828 -1.078 -1.003
H 0.426 -4.015 2.241 0.550 -0.181 -1.851
H 1.673 -4.952 1.091 -1.195 1.293 0.303
H -0.347 -6.495 0.111 -0.359 1.712 2.692
H -1.171 -7.607 2.457 1.963 1.410 0.863
H -0.714 -5.981 3.547 1.596 -1.677 -1.011
H -2.207 -4.597 -0.471 0.774 0.266 -1.634
H -2.332 -3.260 -1.738 0.607 -1.953 0.375
H -2.859 -5.881 -3.234 -0.457 1.032 1.474
H -3.984 -4.451 -2.817 1.265 -1.109 0.479
H -4.612 -4.995 0.184 -0.660 -0.215 -0.509
H -5.768 -4.983 -1.071 0.680 -0.120 0.577
H -1.046 -5.582 -4.292 1.398 0.645 1.366
H 1.471 -5.814 -5.147 -0.402 0.948 2.181
H 3.584 -4.929 -3.570 -2.104 0.191 0.719
C -5.307 -4.356 -6.945 0.177 -0.275 -0.045
C -5.811 -3.934 -5.573 -0.119 0.455 -0.560
C -7.191 -3.303 -5.661 -0.229 -0.048 0.228
O -4.898 -3.000 -5.000 0.153 -0.036 0.287
H -5.221 -3.492 -7.612 -0.146 -0.011 0.061
H -4.309 -4.798 -6.868 -0.130 -0.013 0.037
H -5.979 -5.087 -7.404 0.064 0.071 -0.005
H -5.846 -4.805 -4.911 0.149 0.165 0.065
H -7.170 -2.402 -6.284 0.055 -0.125 -0.078
H -7.536 -2.994 -4.670 0.032 -0.102 -0.078
H -7.919 -4.001 -6.082 0.032 0.089 0.015
H -4.860 -2.226 -5.580 -0.019 -0.208 0.133
C 4.415 5.003 6.272 -0.035 0.299 0.134
C 3.639 4.579 5.034 0.476 -0.433 0.279
C 3.217 3.123 5.112 -0.300 -0.132 -0.107
O 4.452 4.772 3.879 -0.043 0.168 -0.317
H 5.331 4.412 6.380 -0.124 -0.099 -0.005
H 4.721 6.050 6.193 -0.107 -0.088 0.003
H 3.812 4.881 7.176 0.085 -0.003 -0.043
H 2.754 5.212 4.922 0.165 0.024 -0.203
H 4.090 2.465 5.178 0.006 0.084 0.111
H 2.671 2.836 4.208 -0.012 0.050 0.101
H 2.578 2.940 5.980 0.060 -0.037 -0.067
H 5.238 4.216 3.971 -0.213 0.134 0.025

---

Number 1: maximum force 4.3 eV/Å. Number 2: maximum force 7.8 eV/Å. Number 3: maximum force 4.5 eV/Å. Number 4: maximum force 6.7 eV/Å.